The following is a quantum chemistry calculation of a structure of composition C11H11LaN3O5 at a distorted geometry, from the OMol25 dataset.

Properties
Charge = +3
HOMO level = -19.551 eV
ΔE to the lowest compared entry with this formula, charge and spin = 0.000 eV
F_max = 6.21 eV Å⁻¹
Orbital gap = 0.2625 Ha

Last column: Mulliken charge in e.
CARTESIAN COORDINATES (ANGSTROEM)
La (0.616286, 0.848590, -1.009666)  1.798
C (0.141430, 2.342012, 1.328542)  0.171
O (-0.451519, 2.981803, 2.075068)  -0.068
C (0.156462, 3.420859, -1.057711)  0.145
O (-0.271575, 4.451386, -0.791841)  -0.044
C (-1.741104, 1.633005, -0.584450)  0.188
O (-2.632903, 2.197338, -0.134304)  -0.089
C (2.988669, 2.250693, -0.419702)  0.142
O (3.899296, 2.630463, 0.156621)  -0.056
C (-0.040158, 0.215697, -4.577515)  -0.939
H (0.888119, -0.357875, -4.484326)  0.512
H (-0.974101, -0.338801, -4.440857)  0.359
C (-0.047935, 1.507329, -4.942813)  -0.447
H (-0.982063, 2.051731, -5.106050)  0.307
H (0.872407, 2.065378, -5.133430)  0.339
C (1.817390, -1.330373, 3.364528)  -0.959
N (0.704863, -1.568553, 2.435738)  0.058
C (-0.192111, -2.580889, 2.655728)  -0.250
C (-1.214409, -2.758862, 1.762970)  -0.819
C (-1.392501, -1.844520, 0.706812)  0.739
N (-0.418279, -0.922428, 0.454232)  -0.368
C (0.677529, -0.912658, 1.262023)  0.868
O (1.685759, -0.182035, 0.856408)  -0.754
N (-2.475874, -1.811313, -0.103882)  -0.296
H (1.425013, -1.206166, 4.381139)  0.375
H (2.364654, -0.441232, 3.030137)  0.316
H (2.473958, -2.206740, 3.335436)  0.398
H (0.000375, -3.145964, 3.560881)  0.544
H (-1.920088, -3.553840, 1.939108)  0.396
H (-3.186775, -2.525117, -0.001528)  0.283
H (-2.770813, -0.908923, -0.517299)  0.150

Forces on atoms 1 to 2 (eV/Å):
La 2.33 -2.04 -1.08
C -2.42 2.36 3.06

The following is a quantum chemistry calculation of a cluster of 2 separate species, C3HF3 in total at a distorted geometry, from the OMol25 dataset.

Properties
HOMO level (spin up / spin down) = -11.213 / -10.268 eV
ΔE to the lowest compared entry with this formula, charge and spin = 5.477 eV
F_max = 2.78 eV Å⁻¹
Orbital gap (spin up / spin down) = 0.3799 / 0.2769 Ha

Last column: Mulliken charge in e.
CARTESIAN COORDINATES (ANGSTROEM)
C (2.606255, 0.288836, -0.004121)  -0.308
C (1.497495, -0.046236, -0.265107)  -0.103
C (-1.645778, -0.269611, -0.025823)  0.522
F (-1.684081, 0.935394, -0.449132)  -0.117
F (-2.213239, -1.177633, -0.776220)  -0.156
F (-2.168874, -0.373865, 1.230284)  -0.183
H (3.608223, 0.643114, 0.290122)  0.345

Forces on atoms 1 to 2 (eV/Å):
C 2.51 0.91 0.80
C -1.83 -0.53 -0.25

The following is a quantum chemistry calculation of a structure of composition C21H36N3O5SeSi2Ti, from the OMol25 dataset.

Properties
Charge = -1
HOMO level = -5.205 eV
ΔE to the lowest compared entry with this formula, charge and spin = 0.000 eV
F_max = 0.67 eV Å⁻¹
Orbital gap = 0.2892 Ha

Last column: Mulliken charge in e.
CARTESIAN COORDINATES (ANGSTROEM)
Ti (0.049701, -0.118005, -0.033026)  -1.362
O (2.488950, 1.912742, -2.515780)  -0.635
C (1.352814, 1.309718, -2.286673)  0.471
O (1.263231, 0.148272, -1.921897)  0.066
C (0.096767, 2.103478, -2.582621)  -0.657
O (-0.886054, 1.806993, -1.608114)  -0.072
C (-1.000666, 2.845188, -0.627319)  -0.624
C (0.236561, 2.865356, 0.281254)  0.448
O (0.360372, 3.810309, 1.048535)  -0.782
O (1.026682, 1.880898, 0.084326)  -0.445
H (3.217230, 1.362073, -2.121876)  0.093
H (0.316939, 3.169420, -2.632792)  0.384
H (-0.280889, 1.766757, -3.552248)  0.439
H (-1.124446, 3.815099, -1.114015)  0.669
H (-1.887872, 2.619772, -0.039723)  0.082
C (-0.493168, -1.223812, -4.265716)  -1.086
Si (-0.629741, -2.297727, -2.715848)  0.627
C (-1.554097, -3.854126, -3.291786)  -1.332
C (1.090325, -2.951421, -2.299744)  -1.047
C (-1.485397, -1.490340, -1.262853)  3.414
C (-1.309340, -2.446142, -0.155830)  -1.796
C (-2.135019, -3.494736, 0.274313)  -0.489
C (-1.715304, -4.308034, 1.308609)  -0.730
C (-0.483846, -4.083494, 1.922799)  -0.848
C (0.266136, -3.009973, 1.484849)  -0.783
N (-0.145870, -2.233435, 0.491603)  1.039
Si (-3.249603, -0.964246, -1.526824)  0.255
C (-4.400286, -2.229410, -2.376078)  -1.354
C (-4.060693, -0.597417, 0.133143)  -0.601
C (-3.495687, 0.559240, -2.617137)  -0.848
H (-0.219375, -1.866723, -5.108577)  0.485
H (0.286751, -0.470436, -4.161236)  0.149
H (-1.431484, -0.728195, -4.526594)  0.292
H (-0.944820, -4.380205, -4.033938)  0.396
H (-2.519909, -3.632618, -3.746842)  0.318
H (-1.724053, -4.543956, -2.459443)  0.303
H (1.540567, -3.350323, -3.214873)  0.404
H (1.037667, -3.773036, -1.579744)  0.244
H (1.763242, -2.191403, -1.902425)  0.175
H (-3.083552, -3.672088, -0.214887)  0.279
H (-2.341692, -5.129797, 1.635873)  0.442
H (-0.132291, -4.713470, 2.727609)  0.425
H (1.213228, -2.734594, 1.934419)  0.400
H (-4.320363, -3.252514, -1.999878)  0.353
H (-4.232836, -2.262125, -3.455632)  0.293
H (-5.433151, -1.898900, -2.220991)  0.354
H (-4.227488, -1.510030, 0.712008)  0.276
H (-5.030733, -0.115039, -0.020820)  0.560
H (-3.425066, 0.064367, 0.722195)  -0.322
H (-2.951226, 0.492275, -3.561931)  0.241
H (-3.183181, 1.474569, -2.116022)  0.075
H (-4.561536, 0.639015, -2.854785)  0.400
C (0.088310, 1.063987, 3.411767)  -1.566
C (-1.193769, 0.660183, 2.667575)  1.103
C (-2.184400, 1.832829, 2.711788)  -1.507
C (-1.819419, -0.563594, 3.351083)  -1.260
N (-0.842510, 0.318317, 1.317960)  0.815
H (-0.128190, 1.326728, 4.451351)  0.461
H (0.543331, 1.921483, 2.914280)  0.267
H (0.797748, 0.234539, 3.391527)  0.249
H (-2.473617, 2.032296, 3.747362)  0.487
H (-3.090194, 1.600359, 2.145557)  0.248
H (-1.722571, 2.734079, 2.305995)  0.254
H (-2.059883, -0.338389, 4.393438)  0.488
H (-1.120414, -1.402702, 3.324353)  0.244
H (-2.734221, -0.862734, 2.836581)  0.150
Se (4.637591, 0.141253, -0.546050)  -0.333
C (3.103561, -0.293079, 0.276167)  0.045
N (2.070276, -0.558095, 0.745468)  -0.186

Forces on atoms 1 to 2 (eV/Å):
Ti -0.11 0.57 0.33
O 0.06 0.03 -0.09